A cluster of 14 separate species, C40H101N7O15 in total. Source: the Open Molecules 2025 dataset; level of theory: ωB97M-V/def2-TZVPD.

Summary:
energy relative to the best compared isomer or geometry (same formula, charge and spin)	0.00	kJ/mol
E_HOMO	-8.88	eV
LUMO level	0.062	eV

Each line ends with the Löwdin charge.
Element x y z (Å)
C1 -3.935 14.510 -9.724  -0.088
C2 -3.367 15.580 -10.666  -0.241
C3 -4.379 15.879 -11.757  -0.213
C4 -4.139 17.146 -12.554  -0.208
C5 -5.132 17.486 -13.651  -0.223
C6 -5.281 16.419 -14.747  -0.119
H1 -4.245 13.666 -10.335  0.056
H2 -4.808 14.982 -9.266  0.053
H3 -3.148 14.320 -8.996  0.075
H4 -3.100 16.522 -10.181  0.089
H5 -2.442 15.159 -11.068  0.086
H6 -5.431 15.888 -11.443  0.117
H7 -4.309 15.048 -12.471  0.074
H8 -4.050 18.003 -11.875  0.080
H9 -3.100 17.135 -12.909  0.086
H10 -6.089 17.726 -13.191  0.087
H11 -4.866 18.417 -14.156  0.078
H12 -5.404 15.454 -14.242  0.063
H13 -6.311 16.547 -15.092  0.056
H14 -4.605 16.375 -15.584  0.058
C7 -7.925 18.053 -17.643  -0.154
C8 -8.605 19.286 -16.948  -0.233
C9 -9.634 19.975 -17.883  -0.215
C10 -10.876 19.189 -18.259  -0.216
C11 -11.648 19.830 -19.429  -0.278
C12 -12.949 19.095 -19.692  -0.141
H15 -7.309 17.412 -17.021  0.047
H16 -7.351 18.349 -18.521  0.105
H17 -8.700 17.333 -17.934  0.078
H18 -9.261 18.961 -16.133  0.118
H19 -7.799 19.929 -16.634  0.074
H20 -9.069 20.031 -18.827  0.110
H21 -9.678 21.016 -17.560  0.113
H22 -10.497 18.248 -18.658  0.105
H23 -11.661 19.120 -17.503  0.116
H24 -11.953 20.857 -19.207  0.108
H25 -11.099 19.831 -20.373  0.107
H26 -13.623 19.047 -18.827  0.068
H27 -13.555 19.538 -20.482  0.068
H28 -12.806 18.020 -19.849  0.072
C13 -0.322 18.516 -18.675  -0.112
C14 -1.653 19.222 -18.413  -0.268
C15 -2.586 18.372 -17.567  -0.220
C16 -3.868 19.154 -17.168  -0.182
C17 -4.830 18.245 -16.456  -0.297
C18 -6.209 18.789 -16.098  -0.184
H29 -0.019 17.948 -17.789  0.060
H30 0.575 19.086 -18.924  0.063
H31 -0.392 17.754 -19.455  0.071
H32 -1.465 20.209 -17.981  0.106
H33 -2.208 19.455 -19.327  0.104
H34 -2.053 18.011 -16.686  0.075
H35 -2.919 17.464 -18.073  0.119
H36 -3.666 19.895 -16.384  0.117
H37 -4.294 19.656 -18.039  0.115
H38 -5.072 17.359 -17.061  0.120
H39 -4.339 17.810 -15.598  0.044
H40 -6.828 19.057 -17.004  0.014
H41 -6.843 18.130 -15.512  0.061
H42 -6.153 19.678 -15.452  0.100
C19 -0.404 17.048 -8.396  -0.270
C20 0.159 15.625 -8.448  -0.219
O1 1.564 15.648 -8.168  -0.077
O2 -0.699 17.585 -7.135  -0.072
H43 -1.276 17.111 -9.064  0.096
H44 0.290 17.750 -8.870  0.111
H45 0.185 15.296 -9.488  0.098
H46 -0.448 14.969 -7.820  0.116
H47 1.706 15.931 -7.258  0.081
H48 -1.587 17.255 -6.921  0.020
C21 -8.471 14.806 -13.977  -0.217
C22 -9.595 15.730 -14.513  -0.231
O3 -9.961 16.658 -13.520  -0.051
O4 -8.978 14.024 -12.901  -0.089
H49 -7.553 15.326 -13.709  0.098
H50 -8.231 14.143 -14.815  0.127
H51 -10.347 14.993 -14.828  0.119
H52 -9.256 16.256 -15.407  0.108
H53 -9.965 16.134 -12.708  0.063
H54 -9.448 13.282 -13.298  0.102
C23 -7.812 15.608 -8.289  -0.266
C24 -8.439 14.680 -9.321  -0.203
O5 -8.577 15.462 -10.522  -0.092
O6 -8.517 16.820 -8.295  -0.064
H55 -6.764 15.717 -8.603  0.087
H56 -7.722 15.068 -7.343  0.112
H57 -9.474 14.497 -9.012  0.126
H58 -7.873 13.752 -9.416  0.110
H59 -8.991 14.869 -11.166  0.047
H60 -8.743 16.972 -9.223  0.068
C25 -5.054 12.753 -6.856  -0.214
C26 -4.636 11.863 -8.047  -0.234
O7 -5.692 11.703 -8.989  -0.076
O8 -6.436 12.575 -6.576  -0.074
H61 -4.922 13.803 -7.143  0.089
H62 -4.428 12.570 -5.981  0.125
H63 -4.251 10.950 -7.564  0.113
H64 -3.770 12.084 -8.670  0.080
H65 -6.444 11.629 -8.379  0.073
H66 -6.610 12.846 -5.673  0.092
O9 -0.903 20.219 -11.170  0.022
C27 -2.098 19.990 -11.285  -0.582
N1 -2.913 19.688 -10.269  0.176
C28 -2.860 20.177 -12.588  -0.004
H67 -2.571 19.683 -9.319  0.115
H68 -3.927 19.706 -10.341  0.038
H69 -2.667 19.303 -13.226  0.062
H70 -2.606 21.024 -13.221  0.086
H71 -3.949 20.094 -12.558  0.056
O10 -7.626 11.321 -13.545  0.025
C29 -6.806 11.293 -12.634  -0.578
N2 -6.462 10.129 -12.043  0.150
C30 -6.047 12.510 -12.146  -0.008
H72 -6.883 9.259 -12.331  0.105
H73 -6.391 10.188 -11.032  0.090
H74 -6.610 13.060 -11.399  0.074
H75 -5.928 13.123 -13.044  0.072
H76 -5.014 12.256 -11.920  0.073
O11 -5.676 20.142 -10.258  0.023
C31 -6.828 19.910 -10.571  -0.546
N3 -7.818 19.859 -9.623  0.173
C32 -7.274 19.721 -11.983  -0.001
H77 -8.753 19.622 -9.899  0.102
H78 -7.534 19.905 -8.660  0.103
H79 -6.455 19.947 -12.661  0.072
H80 -8.031 20.460 -12.274  0.095
H81 -7.805 18.799 -12.217  0.082
O12 -1.068 16.608 -12.655  -0.029
C33 -0.118 17.329 -12.983  -0.552
N4 -0.010 17.901 -14.186  0.211
C34 1.014 17.506 -12.020  0.010
H82 0.868 18.383 -14.284  0.104
H83 -0.682 17.959 -14.931  0.093
H84 1.884 17.983 -12.479  0.080
H85 1.463 16.550 -11.744  0.090
H86 0.605 17.992 -11.138  0.069
O13 -3.290 17.004 -6.692  0.026
C35 -4.511 16.962 -6.722  -0.547
N5 -5.236 16.460 -5.715  0.184
C36 -5.183 17.820 -7.812  0.008
H87 -6.230 16.472 -5.586  0.105
H88 -4.629 16.101 -4.990  0.120
H89 -4.699 18.792 -7.786  0.085
H90 -6.252 17.922 -7.609  0.056
H91 -5.104 17.380 -8.806  0.071
O14 -1.178 12.224 -8.860  0.040
C37 -1.128 11.681 -9.946  -0.577
N6 -1.698 10.452 -10.184  0.146
C38 -0.710 12.445 -11.175  -0.006
H92 -2.020 9.893 -9.411  0.100
H93 -1.210 9.935 -10.902  0.097
H94 -0.353 13.449 -10.938  0.068
H95 -1.589 12.683 -11.780  0.068
H96 0.083 12.054 -11.814  0.084
O15 -1.845 15.569 -16.069  0.018
C39 -2.330 14.604 -15.489  -0.594
N7 -2.275 14.480 -14.155  0.185
C40 -2.901 13.425 -16.258  -0.007
H97 -2.878 13.815 -13.705  0.089
H98 -1.755 15.199 -13.653  0.069
H99 -2.324 12.546 -15.955  0.078
H100 -2.950 13.386 -17.342  0.078
H101 -3.923 13.252 -15.900  0.073



A cluster of 2 separate species, C5H12NS2 in total. Source: the Open Molecules 2025 dataset; level of theory: ωB97M-V/def2-TZVPD.

Summary:
expectation value of S²	0.76
spin multiplicity	2
E_HOMO (spin up / spin down)	0.83 / -0.06	eV
LUMO level (spin up / spin down)	5.908 / 5.875	eV
charge	-2

Each line ends with the Löwdin charge.
Element x y z (Å)
C1 1.210 1.320 -0.080  -0.302
C2 2.411 1.150 0.873  -0.763
S1 2.239 0.063 2.342  0.100
C3 0.668 0.137 -0.872  -0.316
N1 -0.346 -0.698 -0.287  -0.110
C4 -1.738 -0.325 -0.537  -0.366
C5 -2.703 -1.188 0.286  -0.775
S2 -4.385 -1.204 -0.445  -0.034
H1 1.577 2.024 -0.845  0.083
H2 0.421 1.825 0.489  0.093
H3 2.717 2.136 1.226  0.017
H4 3.244 0.722 0.302  0.019
H5 1.833 -1.696 1.135  -0.107
H6 0.246 0.536 -1.818  0.093
H7 1.538 -0.456 -1.176  0.087
H8 -0.143 -1.679 -0.349  0.058
H9 -1.821 0.724 -0.233  0.097
H10 -1.985 -0.369 -1.606  0.066
H11 -2.275 -2.196 0.283  0.026
H12 -2.707 -0.825 1.313  0.033